Molecular formula: C22H36BrCl5MnOSi
Method: DFT, ωB97M-V with the def2-TZVPD basis set

Gap between HOMO and LUMO (alpha / beta)   6.6 / 8.4 eV
Energy relative to the best compared isomer or geometry (same formula, charge and spin)   0.0 kcal per mole
⟨S²⟩   6.14

The geometry in ORCA input format:
```
! RIJCOSX wB97M-V def2-TZVPD def2/J DEFGRID3
* xyz 1 5
Mn -0.0727 -0.1990 -0.2402
Cl 0.5337 1.8842 1.4687
C 1.9983 0.9915 1.0985
C 1.8009 -0.1443 0.3502
C 2.8952 -0.8841 -0.0348
Cl 2.6187 -2.2909 -1.0071
C 4.1799 -0.5034 0.3428
Cl 5.5339 -1.4257 -0.1512
C 4.3523 0.6446 1.1280
Cl 5.9200 1.1179 1.6152
C 3.2491 1.4120 1.5159
Cl 3.4257 2.8183 2.4729
C -2.6435 -0.0090 -3.1023
C -1.2907 0.6856 -3.0177
C -1.4493 2.1920 -3.1448
C -0.3465 0.1502 -4.0846
O -0.7365 0.3839 -1.7336
H -3.0969 0.1837 -4.0746
H -3.3130 0.3641 -2.3254
H -2.5266 -1.0872 -2.9779
H -1.8516 2.4446 -4.1260
H -0.4843 2.6871 -3.0285
H -2.1303 2.5721 -2.3817
H -0.7415 0.3620 -5.0781
H -0.2236 -0.9290 -3.9789
H 0.6335 0.6212 -3.9930
C -4.4776 -2.4057 0.5238
C -3.9251 -3.7951 0.8908
C -3.5122 -4.4653 -0.4280
C -5.0413 -4.6361 1.5500
Si -2.5070 -3.7411 2.1342
Br -1.0870 -1.7777 1.1048
C -1.1944 -5.0958 2.0273
C -1.9336 -6.4317 2.2624
C -0.1126 -4.9238 3.1053
C -0.4583 -5.1516 0.6760
C -2.8559 -2.9840 3.8284
C -1.6345 -2.2986 4.4698
C -3.9678 -1.9257 3.7703
C -3.3169 -4.1499 4.7314
H -5.3070 -2.5421 -0.1760
H -3.7227 -1.7922 0.0321
H -4.8574 -1.8540 1.3785
H -4.3756 -4.4607 -1.0991
H -3.2113 -5.5042 -0.2956
H -2.7031 -3.9249 -0.9228
H -5.8466 -4.7718 0.8232
H -5.4661 -4.1489 2.4285
H -4.6971 -5.6298 1.8484
H -2.4887 -6.4458 3.2039
H -1.1916 -7.2334 2.3055
H -2.6300 -6.6679 1.4566
H -0.5112 -4.9999 4.1166
H 0.4130 -3.9726 3.0035
H 0.6227 -5.7241 2.9844
H -1.1200 -5.3121 -0.1698
H 0.2441 -5.9895 0.7087
H 0.1171 -4.2446 0.4925
H -1.3082 -1.4352 3.8912
H -0.7836 -2.9616 4.5943
H -1.9268 -1.9455 5.4628
H -3.7020 -1.0935 3.1162
H -4.1088 -1.5229 4.7772
H -4.9247 -2.3358 3.4492
H -2.5222 -4.8750 4.9112
H -4.1776 -4.6853 4.3221
H -3.6150 -3.7379 5.6991
*
```


Molecular formula: C22H36GeN2O5S2V
Method: DFT, ωB97M-V with the def2-TZVPD basis set

Gap between HOMO and LUMO (alpha / beta)   7.6 / 7.7 eV
⟨S²⟩   2.01

The geometry in ORCA input format:
```
! RIJCOSX wB97M-V def2-TZVPD def2/J DEFGRID3
* xyz 1 3
V 0.2713 -0.4186 -0.6607
C 2.2730 -3.7734 0.3753
C 1.5501 -2.8441 1.3280
C 2.4941 -1.8124 1.9082
C 0.8640 -3.6254 2.4409
O 0.5185 -2.1423 0.5578
Ge -1.3333 -2.3951 0.7431
O -0.7434 -1.3228 -1.6836
C -0.7521 -2.1511 -2.9024
C -1.9572 -1.8331 -3.7546
C 0.5334 -1.8330 -3.6464
C -0.7719 -3.6083 -2.4772
O -1.4052 -0.6824 1.2703
C -2.3764 0.0934 2.0283
C -1.8063 0.2382 3.4283
C -3.7112 -0.6368 2.0496
C -2.5081 1.4466 1.3607
H 3.1017 -4.2675 0.8847
H 1.5994 -4.5429 -0.0080
H 2.6785 -3.2105 -0.4674
H 3.2058 -2.3035 2.5739
H 3.0487 -1.3102 1.1175
H 1.9451 -1.0591 2.4762
H 1.6036 -4.1357 3.0582
H 0.2966 -2.9525 3.0930
H 0.1922 -4.3882 2.0378
H -1.8990 -0.8307 -4.1698
H -1.9961 -2.5459 -4.5799
H -2.8803 -1.9226 -3.1776
H 0.5772 -0.7725 -3.8992
H 1.4070 -2.0861 -3.0428
H 0.5863 -2.4069 -4.5711
H -1.7289 -3.8768 -2.0250
H -0.6201 -4.2446 -3.3499
H 0.0275 -3.8152 -1.7633
H -1.6720 -0.7414 3.8935
H -0.8391 0.7422 3.3939
H -2.4821 0.8247 4.0540
H -3.6270 -1.6003 2.5595
H -4.4601 -0.0463 2.5781
H -4.0720 -0.8117 1.0324
H -1.5328 1.9327 1.2819
H -2.9368 1.3404 0.3616
H -3.1632 2.0893 1.9510
O 1.7344 4.6535 0.3839
C 2.7344 3.8694 0.8221
C 3.7369 4.4768 1.5770
C 4.7996 3.7368 2.0453
C 4.8999 2.3674 1.7751
C 3.9079 1.7600 1.0423
C 2.8083 2.4892 0.5632
C 1.7534 1.7924 -0.1524
O 1.7469 0.4421 -0.1713
N 0.7892 2.4316 -0.7193
N -0.1763 1.5375 -1.2445
C -1.2293 2.1583 -1.6502
S -2.6134 1.3051 -2.2495
C -3.4235 2.7769 -2.9150
C -3.1237 3.9277 -1.9784
S -1.3601 3.8868 -1.5788
H 1.1358 4.1068 -0.1690
H 3.6542 5.5377 1.7723
H 5.5698 4.2282 2.6278
H 5.7436 1.7953 2.1373
H 3.9634 0.7032 0.8167
H -4.4887 2.5572 -2.9687
H -3.0407 2.9600 -3.9165
H -3.6958 3.8555 -1.0546
H -3.3256 4.8871 -2.4530
*
```


Molecular formula: C22H36MnN7OS2Si
Method: DFT, ωB97M-V with the def2-TZVPD basis set

Gap between HOMO and LUMO (alpha / beta)   6.6 / 8.3 eV
Energy relative to the best compared isomer or geometry (same formula, charge and spin)   0.0 kcal per mole
⟨S²⟩   6.32

The geometry in ORCA input format:
```
! RIJCOSX wB97M-V def2-TZVPD def2/J DEFGRID3
* xyz 2 5
Mn 0.7155 -0.3765 -1.2858
C -0.0036 1.3830 -0.5263
Si -1.2405 1.1764 0.9171
C -1.9984 -0.4852 0.3435
N -0.9876 -1.3532 -0.2993
C -0.2007 -2.1321 0.7231
C -0.3451 -3.6417 0.5748
C -1.8198 -4.0386 0.4910
C -2.5457 -3.2853 -0.6471
C -1.6285 -2.2492 -1.2982
C -2.6743 2.3689 1.0442
C -2.9397 3.0259 2.2479
C -4.0780 3.8046 2.3904
C -4.9608 3.9478 1.3301
C -4.7030 3.3123 0.1224
C -3.5672 2.5331 -0.0193
C -0.3499 1.1093 2.5729
C 0.6323 2.0614 2.8606
C 1.2837 2.0798 4.0862
C 0.9454 1.1547 5.0628
C -0.0681 0.2387 4.8182
C -0.7073 0.2184 3.5873
H 0.7427 2.1596 -0.3287
H -0.5937 1.7382 -1.3825
H -2.7565 -0.2335 -0.4011
H -2.5074 -1.0084 1.1588
H -0.5398 -1.8347 1.7149
H 0.8651 -1.8612 0.6749
H 0.1276 -4.1180 1.4342
H 0.1892 -3.9959 -0.3096
H -2.3044 -3.8269 1.4461
H -1.8935 -5.1142 0.3392
H -3.4400 -2.7928 -0.2667
H -2.8609 -3.9747 -1.4300
H -2.1907 -1.6276 -1.9967
H -0.8510 -2.7643 -1.8576
H -2.2559 2.9191 3.0821
H -4.2773 4.2940 3.3347
H -5.8495 4.5544 1.4415
H -5.3889 3.4183 -0.7078
H -3.3724 2.0473 -0.9709
H 0.8416 2.8419 2.1328
H 2.0332 2.8372 4.2857
H 1.4527 1.1651 6.0182
H -0.3743 -0.4513 5.5935
H -1.5107 -0.4930 3.4252
N 2.5446 1.1371 -5.3230
C 1.8152 1.3756 -4.2359
N 2.0577 2.4825 -3.5419
S 0.5585 0.3075 -3.8152
H 3.1971 1.8125 -5.6878
H 2.3404 0.3268 -5.8808
H 2.7810 3.1292 -3.8118
H 1.4860 2.7070 -2.7489
N 3.4041 1.2675 1.2279
C 4.0382 0.8671 0.1352
N 5.3441 1.0871 0.0230
S 3.2308 0.0744 -1.1386
H 3.9009 1.6695 2.0080
H 2.4431 1.0136 1.3711
H 5.8727 1.5443 0.7489
H 5.8373 0.7479 -0.7846
N 1.4000 -3.2723 -3.9199
C 1.9245 -2.9631 -2.7268
N 3.0363 -3.5948 -2.3291
O 1.3775 -2.1153 -1.9829
H 1.8056 -3.9628 -4.5281
H 0.6134 -2.7450 -4.2575
H 3.5063 -4.2900 -2.8823
H 3.4407 -3.3370 -1.4454
*
```


Molecular formula: C22H36N6O4S
Method: DFT, ωB97M-V with the def2-TZVPD basis set

Gap between HOMO and LUMO   8.1 eV

The geometry in ORCA input format:
```
! RIJCOSX wB97M-V def2-TZVPD def2/J DEFGRID3
* xyz 0 1
C 3.0981 -0.9007 4.5477
C 3.0111 -0.9987 3.0300
H 2.9837 0.0071 2.6042
C 1.7655 -1.7683 2.5931
H 1.8028 -2.7833 2.9947
H 0.8804 -1.2773 2.9954
C 1.6701 -1.8784 1.0660
N 1.5928 -0.5733 0.4059
C 0.7041 0.3669 0.7995
O -0.2131 0.1052 1.5944
C 0.8061 1.7492 0.3455
C -0.2280 2.6770 0.5160
N -1.4757 2.4221 0.9351
H -1.6249 1.5487 1.4169
H -2.0679 3.2279 1.0895
C 0.2101 3.9760 0.1022
N 1.4595 4.0465 -0.3043
S 2.1912 2.6080 -0.2599
C -0.6476 5.1774 0.1575
O -1.7908 5.1470 0.5855
N -0.0536 6.2960 -0.2978
H 0.8930 6.2538 -0.6338
H -0.5602 7.1647 -0.3001
C 2.3841 -0.4785 -0.8030
H 3.4139 -0.7720 -0.5765
C 1.8216 -1.3547 -1.9277
C 0.4155 -0.9036 -2.3220
N 0.3402 0.5174 -2.6270
C -1.0419 0.9721 -2.6667
C -1.0950 2.4711 -2.9613
O -0.4379 2.7926 -4.1631
C 0.9002 2.3612 -4.1132
C 0.9882 0.8528 -3.8859
H 2.0377 0.5598 -3.8430
H 0.5076 0.3318 -4.7332
H 1.3476 2.6329 -5.0707
H 1.4312 2.8808 -3.3001
H -2.1293 2.7993 -3.0749
H -0.6335 3.0224 -2.1296
H -1.5031 0.7856 -1.6938
H -1.6165 0.4338 -3.4415
H -0.2534 -1.0877 -1.4772
H 0.0608 -1.5192 -3.1666
H 1.7702 -2.3989 -1.6185
H 2.4998 -1.2932 -2.7790
H 2.3859 0.5444 -1.1661
H 2.6015 -2.3338 0.7125
C 0.5581 -2.8689 0.6533
O 0.8361 -3.9096 0.0848
N -0.6761 -2.4917 0.9905
H -0.7921 -1.5753 1.4203
C -1.8616 -3.2727 0.7180
H -1.5260 -4.1532 0.1647
C -2.5798 -3.6446 2.0345
C -3.9163 -2.8898 2.0269
H -4.7165 -3.5481 1.6855
C -3.7153 -1.7657 1.0134
H -3.1491 -0.9489 1.4635
H -4.6559 -1.3673 0.6363
C -2.8831 -2.4411 -0.0713
H -3.5129 -3.1030 -0.6665
H -2.3977 -1.7328 -0.7418
H -4.1828 -2.5173 3.0146
H -1.9628 -3.3320 2.8771
H -2.7282 -4.7200 2.1128
H 3.9031 -1.4996 2.6459
H 3.9891 -0.3528 4.8450
H 3.1400 -1.8927 4.9919
H 2.2279 -0.3835 4.9455
*
```


Molecular formula: C22H36NO14
Method: DFT, ωB97M-V with the def2-TZVPD basis set

Gap between HOMO and LUMO   4.0 eV

The geometry in ORCA input format:
```
! RIJCOSX wB97M-V def2-TZVPD def2/J DEFGRID3
* xyz -1 1
C 0.9510 1.1184 -1.1847
C 0.6520 -0.0851 -2.3065
C 0.9181 0.5974 -3.7732
C -0.8850 -0.5888 -2.0405
C -1.8877 -0.4802 -3.3332
C -0.7664 -2.1524 -1.4729
O -0.1184 -2.0604 -0.1455
C 0.8256 -3.1776 0.0217
C 2.3768 -2.6229 0.2967
C 3.3122 -2.7220 -1.0517
C 4.3328 -4.0309 -1.0406
N 4.0549 -5.0985 -2.1146
O 5.3502 -4.1236 -0.1597
H 0.4450 0.8225 -0.1709
H 2.1100 1.2402 -0.9649
H 0.4410 2.1370 -1.5222
H 1.4066 -0.9569 -2.1062
H 0.5542 1.7114 -3.7109
H 2.1033 0.6267 -3.9139
H 0.5049 -0.0051 -4.6873
H -1.3339 0.0606 -1.1755
H -2.9277 -0.9802 -3.0275
H -2.1474 0.6106 -3.6695
H -1.4887 -1.1393 -4.2362
H -1.8400 -2.6623 -1.4220
H -0.0210 -2.7322 -2.1693
H 0.5653 -3.7581 1.0317
H 2.9099 -3.2586 1.1381
H 2.3262 -1.4658 0.5779
H 3.9239 -1.7270 -1.2507
H 2.5615 -2.8184 -1.9678
H 3.0054 -5.1464 -2.1657
H 4.3568 -4.6905 -3.0318
C 1.4389 2.2788 3.2744
C 2.8600 2.5632 3.6386
O 3.5946 1.7572 2.7371
C 2.7881 1.5313 1.6590
O 3.1589 1.0159 0.6175
O 1.5138 1.9583 1.8980
H 0.7868 3.1413 3.4367
H 1.0325 1.4182 3.8161
H 3.1311 3.6119 3.4771
H 3.0864 2.2929 4.6737
C -2.3453 4.7680 6.5509
C -2.1931 3.2828 6.6147
O -1.0744 3.0344 5.7847
C -0.3437 4.1869 5.7480
O 0.7721 4.2798 5.2642
O -1.0238 5.2209 6.3239
H -2.7442 5.1860 7.4793
H -2.9771 5.0882 5.7159
H -1.9686 2.9286 7.6264
H -3.0769 2.7576 6.2422
C -2.6239 4.4993 0.1642
C -2.1255 3.0968 0.0315
O -1.6764 2.7861 1.3368
C -2.3483 3.6090 2.1941
O -2.3328 3.4988 3.4087
O -3.0402 4.5700 1.5150
H -3.4583 4.7103 -0.5102
H -1.8355 5.2408 -0.0019
H -2.9195 2.3954 -0.2457
H -1.3085 3.0121 -0.6903
C -1.5003 -5.2292 -3.4562
C -1.5939 -5.7433 -4.8562
O -2.7052 -5.0455 -5.3855
C -2.8431 -3.9031 -4.6509
O -3.5941 -2.9860 -4.9381
O -2.0305 -3.9207 -3.5541
H -0.4703 -5.2037 -3.0900
H -2.1128 -5.8074 -2.7565
H -0.7073 -5.5000 -5.4511
H -1.7609 -6.8234 -4.8926
*
```


Molecular formula: C22H37BrClF7N6O8PS4
Method: DFT, ωB97M-V with the def2-TZVPD basis set

Gap between HOMO and LUMO   6.9 eV

The geometry in ORCA input format:
```
! RIJCOSX wB97M-V def2-TZVPD def2/J DEFGRID3
* xyz 1 1
C 3.5349 -2.0455 2.5173
C 3.8504 -2.0071 0.9741
C 2.7960 -1.3370 -0.0122
Br 3.2551 -2.2387 -1.7730
N 1.3736 -1.5168 0.2627
C 0.4621 -1.2127 -0.8472
N 0.6487 -0.3268 -1.7977
C -0.3731 0.0642 -2.8183
C 0.1302 1.4250 -3.4970
C 0.4578 2.5970 -2.4492
C -0.6975 3.7033 -2.4222
O -0.9263 4.2432 -1.1034
C -2.2086 4.9127 -1.0421
N -0.8413 -1.8801 -0.7971
P -1.0735 -3.1461 -1.9328
O -1.3684 -4.5451 -1.4611
O 0.3341 -3.2231 -2.9113
O -2.3244 -2.7134 -3.0293
C -1.4308 -1.9718 0.5454
S -0.8555 -3.4794 1.5460
S -3.2888 -2.1366 0.6283
O -3.7947 -3.2960 -0.2092
O -3.7978 -2.4622 2.0179
C -4.2646 -0.6597 0.0736
F -4.4308 0.1643 1.2269
F -3.7453 0.0322 -1.0342
C -5.7907 -1.0494 -0.3304
F -6.3234 -2.0311 0.5386
F -5.8822 -1.3973 -1.6775
C -6.7681 0.2319 -0.1286
F -7.2690 0.2998 1.1840
F -6.2059 1.4263 -0.5678
F -7.9025 0.0145 -0.9470
C -0.8423 -0.7192 1.3996
S -1.2980 -0.8291 3.2268
Cl -1.4407 0.9224 0.8535
C 0.8000 -0.6541 1.3390
N 1.1832 0.7935 1.1003
C 1.6451 1.3160 2.1953
S 1.7010 2.0956 3.6572
H 3.1664 -1.0553 2.9651
H 4.4212 -2.4180 3.1426
H 2.7051 -2.8265 2.6921
H 4.8465 -1.4502 0.8284
H 4.0700 -3.0795 0.6281
H 3.1486 -0.2548 -0.1853
H 1.5383 0.1916 -1.8192
H -0.4969 -0.7284 -3.6265
H -1.3760 0.2396 -2.2967
H -0.5914 1.8161 -4.2865
H 1.1186 1.1802 -4.0244
H 1.4006 3.1225 -2.8380
H 0.7288 2.2007 -1.4088
H -1.6371 3.2115 -2.8691
H -0.3955 4.5945 -3.0857
H -2.1072 6.0539 -0.9616
H -2.7482 4.5854 -0.0894
H -2.8682 4.7136 -1.9535
H 0.0891 -3.0849 -3.8526
H -2.5085 -1.7521 -2.9496
H 0.1832 -3.0858 2.3717
H -2.0633 0.3225 3.4638
H 1.1397 -0.8836 2.3924
C 4.0137 0.3034 -5.0060
O 3.7447 1.4714 -5.2183
N 4.4177 -0.5966 -5.9432
C 4.7155 -1.9728 -5.6020
C 4.5530 -0.1656 -7.3224
H 3.9453 -0.1308 -3.9943
H 5.7541 -2.1913 -5.8612
H 4.0517 -2.6314 -6.1679
H 4.5681 -2.1434 -4.5356
H 5.2809 0.6469 -7.3745
H 3.5891 0.2051 -7.6787
H 4.8821 -0.9934 -7.9506
C 0.8285 1.0402 7.2031
O 1.6056 1.7121 6.5459
N -0.0962 1.5323 8.0686
C -0.9873 0.6676 8.8169
C -0.1943 2.9688 8.2495
H 0.8193 -0.0600 7.1410
H -2.0209 0.9142 8.5620
H -0.8269 0.8291 9.8854
H -0.8020 -0.3814 8.5824
H -0.4227 3.4367 7.2890
H 0.7647 3.3518 8.6056
H -0.9756 3.2105 8.9699
*
```